C41H42CaN2OPS | wB97M-V/def2-TZVPD

Structure (XYZ):
```
89
C41H42CaN2OPS, DFT wB97M-V/def2-TZVPD
Ca -0.506 -0.296 0.208
C -3.206 -0.533 0.288
C -3.409 0.718 0.882
C -2.769 0.710 2.155
C -2.179 -0.548 2.336
C -2.415 -1.335 1.163
C -2.524 -2.846 1.171
C -1.444 -1.020 3.563
C -2.798 1.837 3.141
C -4.252 1.829 0.325
C -3.849 -1.033 -0.977
H -2.572 -3.258 0.158
H -3.433 -3.181 1.677
H -1.685 -3.337 1.674
H -1.348 -2.107 3.576
H -1.972 -0.738 4.477
H -0.433 -0.605 3.668
H -1.902 2.451 3.113
H -2.898 1.462 4.162
H -3.647 2.496 2.958
H -3.961 2.806 0.716
H -5.308 1.697 0.578
H -4.192 1.874 -0.763
H -3.200 -1.716 -1.533
H -4.113 -0.218 -1.653
H -4.773 -1.582 -0.770
O 2.244 -1.108 1.265
N 2.074 0.148 0.696
C 3.130 0.673 0.216
C 3.275 2.059 -0.280
C 4.598 2.479 -0.414
C 4.908 3.791 -0.735
C 3.882 4.707 -0.905
C 2.562 4.293 -0.783
C 2.242 2.973 -0.494
P 0.500 2.482 -0.311
C -0.454 3.431 -1.526
C -1.807 3.626 -1.267
C -2.628 4.211 -2.219
C -2.103 4.595 -3.446
C -0.759 4.381 -3.719
C 0.064 3.798 -2.765
C 0.164 3.268 1.321
C -0.324 4.564 1.470
C -0.361 5.161 2.723
C 0.099 4.476 3.840
C 0.573 3.180 3.704
C 0.596 2.578 2.454
H 3.193 -1.331 1.272
H 4.058 0.096 0.238
H 5.396 1.766 -0.248
H 5.940 4.095 -0.837
H 4.103 5.742 -1.128
H 1.765 5.015 -0.920
H -2.225 3.316 -0.320
H -3.677 4.362 -2.000
H -2.740 5.057 -4.187
H -0.348 4.668 -4.677
H 1.109 3.631 -2.997
H -0.660 5.125 0.606
H -0.742 6.168 2.823
H 0.077 4.947 4.813
H 0.920 2.632 4.570
H 1.001 1.576 2.364
N 0.141 -2.255 -0.774
S 1.484 -2.977 -1.265
C 1.941 -4.213 -0.059
C 1.284 -4.255 1.158
C 1.677 -5.197 2.103
C 2.718 -6.068 1.825
C 3.374 -6.008 0.600
C 2.989 -5.079 -0.351
C 1.106 -4.028 -2.641
C 1.553 -3.627 -3.891
C 1.206 -4.384 -5.003
C 0.418 -5.514 -4.851
C -0.026 -5.904 -3.591
C 0.318 -5.162 -2.475
H -0.600 -2.948 -0.659
H 0.476 -3.568 1.364
H 1.166 -5.245 3.055
H 3.019 -6.800 2.562
H 4.183 -6.693 0.384
H 3.488 -5.041 -1.312
H 2.165 -2.740 -3.995
H 1.552 -4.089 -5.984
H 0.149 -6.101 -5.718
H -0.634 -6.791 -3.480
H -0.007 -5.471 -1.490
```

Calculated values
- molecular weight (g/mol) = 681.9
- energy above the lowest of the compared OMol25 structures with the same formula, charge and spin (kcal per mole) = 5.7
- net charge = +1



C41H42CrN9O7P | wB97M-V/def2-TZVPD

Structure (XYZ):
```
101
C41H42CrN9O7P, DFT wB97M-V/def2-TZVPD
Cr 0.670 -0.779 -0.463
O 2.909 0.088 1.079
N 2.456 -1.094 0.508
C 3.200 -2.073 0.857
C 2.999 -3.513 0.646
C 4.043 -4.294 1.149
C 4.019 -5.677 1.047
C 2.944 -6.296 0.432
C 1.903 -5.533 -0.077
C 1.906 -4.145 0.028
P 0.520 -3.262 -0.745
C 0.599 -3.907 -2.442
C 1.762 -3.624 -3.163
C 1.918 -4.091 -4.456
C 0.908 -4.845 -5.044
C -0.237 -5.151 -4.325
C -0.393 -4.689 -3.023
C -1.002 -3.876 0.018
C -2.228 -3.543 -0.567
C -3.419 -3.891 0.048
C -3.401 -4.570 1.260
C -2.191 -4.909 1.844
C -0.994 -4.563 1.229
H 2.742 0.772 0.407
H 4.083 -1.797 1.426
H 4.886 -3.810 1.623
H 4.838 -6.261 1.442
H 2.914 -7.374 0.340
H 1.078 -6.031 -0.571
H 2.577 -3.078 -2.698
H 2.831 -3.883 -4.998
H 1.027 -5.213 -6.054
H -1.007 -5.766 -4.770
H -1.278 -4.968 -2.468
H -2.256 -3.058 -1.538
H -4.362 -3.648 -0.422
H -4.330 -4.848 1.739
H -2.172 -5.449 2.781
H -0.058 -4.844 1.695
N -1.130 -0.495 -1.495
N -1.002 -0.926 -2.836
C 0.237 -0.762 -3.399
N 0.318 -0.705 -4.711
N 1.216 -0.684 -2.498
N 2.517 -0.392 -2.900
O 3.258 -0.111 -1.993
O 2.809 -0.408 -4.076
H -1.913 -0.995 -1.079
H -1.283 0.528 -1.476
H -1.805 -0.755 -3.427
H -0.508 -0.784 -5.284
H 1.231 -0.706 -5.142
C 2.735 5.731 -0.190
O 1.896 5.141 0.789
C 1.054 5.966 1.466
C 1.036 7.347 1.325
C 0.184 8.120 2.105
C -0.659 7.525 3.028
C -0.668 6.144 3.145
C 0.168 5.356 2.368
N 0.144 3.951 2.536
C 0.198 2.991 1.574
C -0.182 3.159 0.225
C -0.931 4.256 -0.263
C -1.217 4.406 -1.608
C -0.776 3.477 -2.537
C -0.080 2.347 -2.087
C 0.192 2.171 -0.741
O 0.760 1.037 -0.252
H 3.308 4.916 -0.625
H 3.423 6.452 0.257
H 2.147 6.219 -0.970
H 1.698 7.834 0.625
H 0.194 9.195 1.989
H -1.313 8.124 3.645
H -1.342 5.656 3.839
H 0.140 3.630 3.491
H 0.562 2.036 1.922
H -1.288 5.000 0.434
H -1.789 5.265 -1.933
H -0.960 3.614 -3.593
H 0.322 1.654 -2.814
O -4.806 3.299 1.018
C -4.299 3.095 2.315
N -3.455 1.925 2.180
C -2.631 1.530 3.167
O -2.527 2.101 4.236
C -1.762 0.334 2.881
C -1.398 -0.507 3.927
C -0.503 -1.532 3.679
C 0.032 -1.656 2.410
N -0.289 -0.834 1.406
C -1.190 0.135 1.641
H -5.448 4.015 1.038
H -5.099 2.909 3.038
H -3.685 3.929 2.666
H -3.641 1.339 1.383
H -1.800 -0.324 4.915
H -0.189 -2.210 4.460
H 0.761 -2.425 2.192
H -1.373 0.843 0.842
```

Calculated values
- molecular weight (g/mol) = 855.8
- energy above the lowest of the compared OMol25 structures with the same formula, charge and spin (kcal per mole) = 7.8
- 2S+1 = 5
- net charge = +2



C41H42FN5O7PtSTe | wB97M-V/def2-TZVPD

Structure (XYZ):
```
99
C41H42FN5O7PtSTe, DFT wB97M-V/def2-TZVPD
Pt 0.864 -1.202 1.604
F 2.222 4.605 -3.106
C 1.522 3.478 -3.364
C 1.707 2.394 -2.553
C 0.952 1.240 -2.743
C 1.177 0.095 -1.836
O 2.125 0.086 -1.075
C 0.218 -0.994 -2.010
C -0.627 -0.968 -3.072
N -0.745 0.051 -3.956
C -1.705 -0.046 -5.031
C -1.786 -1.325 -5.804
C -1.202 -0.103 -6.445
C 0.008 1.205 -3.773
C -0.146 2.314 -4.611
C 0.607 3.465 -4.426
N 0.446 4.555 -5.309
C -0.879 5.006 -5.687
C -0.921 5.143 -7.214
N 0.480 5.470 -7.675
C 1.158 6.398 -6.710
C 1.436 5.618 -5.416
C 0.178 -2.251 -1.184
O 0.245 -3.322 -1.879
O -0.017 -2.300 0.055
H 2.416 2.425 -1.735
H -1.276 -1.810 -3.269
H -2.631 0.486 -4.841
H -2.766 -1.657 -6.112
H -1.098 -2.116 -5.541
H -1.778 0.405 -7.206
H -0.129 -0.088 -6.583
H -0.837 2.258 -5.439
H -1.111 5.968 -5.215
H -1.641 4.305 -5.358
H -1.574 5.949 -7.545
H -1.207 4.218 -7.710
H 0.468 5.858 -8.618
H 1.014 4.600 -7.702
H 0.477 7.234 -6.561
H 2.073 6.770 -7.164
H 1.416 6.324 -4.581
H 2.430 5.176 -5.453
C 1.637 1.401 7.712
O 1.875 0.002 7.775
C 1.984 -0.671 6.619
C 2.298 -2.043 6.751
C 2.446 -2.801 5.630
C 2.255 -2.268 4.332
C 2.364 -3.118 3.184
C 2.977 -4.482 3.306
O 1.930 -2.848 2.034
C 1.919 -0.889 4.216
O 1.792 -0.284 3.065
C 1.804 -0.104 5.374
H 1.600 1.745 8.740
H 0.684 1.611 7.217
H 2.443 1.910 7.180
H 2.436 -2.453 7.742
H 2.697 -3.847 5.744
H 3.862 -4.485 3.938
H 3.235 -4.848 2.315
H 2.239 -5.160 3.741
H 1.576 0.943 5.234
Te 0.994 -4.986 -0.592
C 0.545 -6.713 -1.544
C -0.678 -7.369 -1.510
C -0.690 -8.543 -2.272
C 0.518 -8.768 -2.889
S 1.650 -7.560 -2.567
H -1.515 -6.997 -0.938
H -1.536 -9.207 -2.364
H 0.777 -9.608 -3.515
C -3.066 1.407 5.171
N -1.766 1.444 4.504
N -1.564 0.544 3.464
C -0.735 1.133 2.519
O -0.231 0.615 1.486
C -0.549 2.477 2.953
C -1.200 2.628 4.136
C -1.410 3.851 4.956
C -1.784 -0.845 3.695
C -2.181 -1.627 2.618
C -2.406 -2.985 2.807
C -2.246 -3.545 4.064
C -1.857 -2.751 5.138
C -1.610 -1.399 4.957
H -3.393 0.375 5.255
H -3.813 1.977 4.615
H -2.960 1.815 6.174
H 0.045 3.210 2.437
H -0.677 4.608 4.686
H -1.322 3.642 6.022
H -2.405 4.265 4.779
H -2.431 -1.147 1.682
H -2.703 -3.595 1.965
H -2.436 -4.599 4.216
H -1.730 -3.186 6.120
H -1.253 -0.790 5.777
```

Calculated values
- molecular weight (g/mol) = 1090.6
- energy above the lowest of the compared OMol25 structures with the same formula, charge and spin (kcal per mole) = 0.0
- net charge = +2



C41H42FN5O7PtSTe | wB97M-V/def2-TZVPD

Structure (XYZ):
```
99
C41H42FN5O7PtSTe, DFT wB97M-V/def2-TZVPD
Pt -1.262 1.515 -0.279
F 4.521 -2.551 -0.476
C 3.883 -2.123 0.637
C 2.791 -1.320 0.489
C 2.070 -0.890 1.604
C 0.895 -0.029 1.424
O 0.587 0.295 0.258
C 0.200 0.331 2.622
C 0.669 -0.139 3.813
N 1.783 -0.884 3.985
C 2.151 -1.328 5.312
C 3.398 -0.774 5.940
C 2.049 -0.355 6.443
C 2.496 -1.300 2.871
C 3.631 -2.110 3.004
C 4.345 -2.538 1.898
N 5.510 -3.325 2.079
C 6.441 -3.578 0.983
C 7.702 -4.232 1.568
N 7.812 -3.818 3.008
C 6.727 -4.479 3.824
C 5.450 -4.467 2.980
C -1.025 1.234 2.735
O -1.679 1.163 3.761
O -1.221 2.072 1.779
H 2.463 -1.026 -0.499
H 0.117 0.107 4.710
H 1.893 -2.361 5.512
H 3.953 -0.044 5.365
H 3.996 -1.436 6.551
H 1.730 0.652 6.217
H 1.705 -0.738 7.392
H 3.969 -2.365 3.997
H 6.702 -2.634 0.511
H 6.039 -4.241 0.211
H 8.601 -3.918 1.045
H 7.660 -5.319 1.568
H 7.667 -2.808 3.057
H 8.734 -4.025 3.391
H 6.633 -3.907 4.745
H 7.063 -5.488 4.058
H 4.587 -4.409 3.634
H 5.356 -5.402 2.415
C -5.743 -4.148 0.299
O -6.532 -2.970 0.142
C -5.888 -1.805 0.018
C -6.737 -0.672 -0.084
C -6.208 0.610 -0.214
C -4.852 0.848 -0.250
C -4.388 2.253 -0.455
C -5.395 3.366 -0.374
O -3.228 2.542 -0.713
C -3.954 -0.312 -0.133
O -2.711 -0.235 -0.113
C -4.535 -1.631 -0.016
H -6.448 -4.964 0.414
H -5.117 -4.071 1.189
H -5.125 -4.315 -0.585
H -7.806 -0.829 -0.055
H -6.902 1.432 -0.292
H -6.126 3.297 -1.181
H -4.861 4.308 -0.457
H -5.936 3.332 0.572
H -3.833 -2.447 0.074
Te 0.648 3.216 -1.207
C 0.687 4.812 0.063
C -0.104 5.009 1.177
C 0.175 6.233 1.824
C 1.162 6.944 1.196
S 1.758 6.136 -0.177
H -0.831 4.283 1.512
H -0.331 6.577 2.714
H 1.560 7.906 1.478
C -3.236 1.002 -6.549
N -2.780 0.483 -5.274
N -1.872 1.149 -4.480
C -1.678 0.450 -3.315
O -0.851 0.840 -2.454
C -2.545 -0.676 -3.395
C -3.185 -0.614 -4.610
C -4.193 -1.538 -5.201
C -1.201 2.343 -4.872
C -0.286 2.323 -5.913
C 0.366 3.496 -6.263
C 0.118 4.667 -5.559
C -0.788 4.672 -4.506
C -1.458 3.507 -4.163
H -3.078 2.076 -6.570
H -4.301 0.807 -6.651
H -2.699 0.545 -7.380
H -2.636 -1.447 -2.652
H -4.266 -2.436 -4.593
H -3.922 -1.831 -6.215
H -5.179 -1.071 -5.241
H -0.084 1.397 -6.437
H 1.076 3.493 -7.079
H 0.633 5.578 -5.831
H -0.978 5.584 -3.956
H -2.169 3.488 -3.346
```

Calculated values
- molecular weight (g/mol) = 1090.6
- energy above the lowest of the compared OMol25 structures with the same formula, charge and spin (kcal per mole) = 0.0
- 2S+1 = 5
- net charge = +2



C41H42N3O6PPbS3 | wB97M-V/def2-TZVPD

Structure (XYZ):
```
97
C41H42N3O6PPbS3, DFT wB97M-V/def2-TZVPD
Pb 1.343 0.918 -1.057
C -1.231 1.110 3.384
C -2.722 1.077 3.622
C -3.492 0.024 4.082
C -4.894 0.125 4.180
C -5.512 1.317 3.850
C -4.717 2.465 3.554
C -3.324 2.315 3.399
H -0.626 1.871 3.847
H -0.971 1.068 2.311
H -0.764 0.183 3.847
H -2.996 -0.912 4.322
H -5.465 -0.790 4.397
H -6.620 1.436 3.864
H -5.230 3.417 3.403
H -2.796 3.226 3.136
C 1.390 1.683 -5.869
C 0.778 1.273 -4.560
O 1.452 0.693 -3.687
C -0.600 1.550 -4.376
C -1.488 1.339 -3.285
C -2.935 1.863 -3.282
N -1.021 0.604 -2.286
N -1.882 0.039 -1.373
C -1.347 -0.782 -0.531
O -0.101 -0.932 -0.325
C -2.265 -1.736 0.133
C -1.781 -2.782 0.964
C -2.584 -3.768 1.555
C -3.968 -3.678 1.505
C -4.465 -2.565 0.732
C -3.683 -1.674 -0.001
H 2.048 2.554 -5.771
H 0.604 2.091 -6.504
H 1.813 0.867 -6.364
H -1.053 2.003 -5.248
H -3.442 1.308 -2.448
H -3.353 1.724 -4.323
H -2.969 2.933 -2.929
H -0.682 -2.698 1.182
H -2.131 -4.575 2.132
H -4.598 -4.409 2.014
H -5.500 -2.431 0.529
H -4.192 -0.902 -0.555
S 1.956 1.948 1.651
P 2.325 3.785 0.832
S 1.772 4.368 -1.002
C 4.122 3.878 0.971
C 4.661 5.131 0.528
C 6.055 5.341 0.490
C 6.861 4.369 1.059
C 6.338 3.137 1.509
C 4.966 2.919 1.494
C 1.582 4.916 2.093
C 2.298 5.099 3.289
C 1.835 5.989 4.226
C 0.533 6.467 4.112
C -0.115 6.418 2.900
C 0.368 5.596 1.916
H 3.944 5.872 0.106
H 6.321 6.305 0.129
H 7.949 4.620 1.044
H 7.009 2.293 1.824
H 4.544 1.966 1.935
H 3.189 4.476 3.384
H 2.358 6.265 5.098
H -0.014 6.993 4.905
H -0.994 7.070 2.804
H -0.176 5.571 0.999
C -3.272 -5.616 -4.017
C -1.924 -5.583 -3.370
C -1.962 -5.372 -1.929
C -0.850 -5.677 -1.181
C 0.398 -5.898 -1.772
C 0.456 -5.957 -3.188
C -0.722 -5.874 -3.962
S 1.916 -5.993 -0.844
O 2.842 -6.739 -1.627
O 1.637 -6.304 0.565
N 2.415 -4.441 -0.904
C 2.438 -3.519 0.181
C 3.575 -2.451 -0.048
C 3.422 -1.650 -1.336
O 3.379 -2.267 -2.448
O 3.364 -0.370 -1.164
H -3.749 -6.572 -3.871
H -3.106 -5.528 -5.115
H -3.951 -4.790 -3.679
H -2.864 -4.996 -1.326
H -0.945 -5.770 -0.070
H 1.383 -6.160 -3.721
H -0.615 -5.869 -5.008
H 2.757 -3.976 -1.751
H 2.624 -4.146 1.052
H 1.483 -3.023 0.280
H 4.563 -2.921 -0.078
H 3.592 -1.773 0.868
```

Calculated values
- molecular weight (g/mol) = 1007.2
- energy above the lowest of the compared OMol25 structures with the same formula, charge and spin (kcal per mole) = 80.4
- net charge = 0